1.
This record from the OMol25 dataset describes an isolated molecule of C5H8O. The level of theory is ωB97M-V/def2-TZVPD.

Atoms and positions in Å:
C 0.70 -0.39 -0.69
H -0.23 1.42 -1.71
C 1.59 -0.53 0.51
H 0.93 1.80 -0.33
H -2.22 -0.47 -0.58
O 0.68 0.32 1.30
C 0.29 1.07 -0.82
H 0.56 -1.15 -1.44
C -0.32 0.21 0.23
H -1.96 -1.01 1.06
H 1.55 -1.52 0.98
H 2.66 -0.25 0.37
H -2.44 0.67 0.73
C -1.80 -0.16 0.39

Output
SMILES	C[C@]12C[C@H]1CO2
total charge	0
lowest unoccupied orbital energy	0.03946	Ha
orbital gap	10.37	eV
E_HOMO	-9.3	eV

2.
This record from the OMol25 dataset describes a cluster of 2 separate species, C5H8O in total. The level of theory is ωB97M-V/def2-TZVPD.

Atoms and positions in Å:
C 0.90 0.33 -0.59
H 1.83 2.18 0.04
H -0.58 -0.35 1.76
C -0.25 0.07 -1.16
C -0.46 -1.36 1.32
H -2.00 -1.00 -1.04
C 1.13 1.43 0.42
H 0.58 -1.73 1.29
H -1.83 0.07 -2.56
O -1.39 -2.01 0.93
H 1.56 1.02 1.34
H 1.75 -0.30 -0.83
C -1.42 -0.29 -1.62
H 0.19 1.93 0.68

Output
SMILES	C=C=CC.C=O
total charge	0
lowest unoccupied orbital energy	0.03343	Ha
orbital gap	10.59	eV
E_HOMO	-9.7	eV

3.
This record from the OMol25 dataset describes an isolated molecule of C5H8O. The level of theory is ωB97M-V/def2-TZVPD.

Atoms and positions in Å:
C 2.87 0.48 0.41
H -1.57 1.27 -0.60
H -1.19 -1.39 -1.19
H -0.74 -2.12 0.36
H 3.57 -0.35 0.50
C 1.55 -0.01 0.03
H 3.28 1.20 -0.31
C -0.85 -1.17 -0.16
H -3.00 1.20 0.47
C -2.37 0.62 -0.21
O -1.84 -0.45 0.54
H 2.81 0.98 1.38
C 0.46 -0.49 -0.16
H -2.98 0.24 -1.05

Output
SMILES	CC#CCOC
total charge	0
lowest unoccupied orbital energy	0.03701	Ha
orbital gap	10.57	eV
E_HOMO	-9.6	eV

4.
This record from the OMol25 dataset describes an isolated molecule of C5H8O. The level of theory is ωB97M-V/def2-TZVPD.

Atoms and positions in Å:
H -1.20 -1.31 -0.60
C -0.84 0.85 0.24
H 1.64 -0.85 0.29
H -0.68 1.66 -0.47
H 0.34 -1.64 1.24
C 0.25 0.58 1.28
H -0.16 0.45 2.29
C -0.47 -0.50 -0.49
H -1.81 0.96 0.72
C 0.60 -0.77 0.62
H 0.55 -1.24 -2.33
O 0.51 0.77 -2.30
C 0.23 -0.30 -1.82
H 1.04 1.34 1.32

Output
SMILES	O=CC1CCC1
total charge	0
lowest unoccupied orbital energy	0.03944	Ha
orbital gap	10.84	eV
E_HOMO	-9.8	eV

5.
This record from the OMol25 dataset describes an isolated molecule of C5H8O. The level of theory is ωB97M-V/def2-TZVPD.

Atoms and positions in Å:
H 2.03 -0.74 -1.02
C 0.72 0.65 0.23
C -0.77 0.39 0.50
O 0.02 -1.17 -1.03
H -0.52 1.44 -1.50
C 1.14 -0.67 -0.37
C -0.34 1.49 -0.43
H -0.44 2.49 0.00
H -0.24 -1.67 0.91
H 1.07 -1.44 0.68
H 1.40 1.09 0.95
H -1.88 -1.43 -0.33
C -0.91 -1.04 -0.01
H -1.28 0.62 1.42

Output
SMILES	C1OC[C@H]2C[C@@H]12
total charge	0
lowest unoccupied orbital energy	0.04139	Ha
orbital gap	11.18	eV
E_HOMO	-10.1	eV

6.
This record from the OMol25 dataset describes an isolated molecule of C5H8O. The level of theory is ωB97M-V/def2-TZVPD.

Atoms and positions in Å:
H -0.35 -1.78 -0.81
H -1.45 1.12 -0.17
C -0.20 -0.88 1.11
O 0.31 0.34 1.72
C 0.37 0.28 -1.05
C -0.38 1.37 -0.26
H 1.31 -1.54 -0.29
H -1.30 -0.80 1.12
H 1.41 0.60 -1.16
C 0.21 1.51 1.14
H 0.10 -1.68 1.79
H -0.32 2.34 -0.76
C 0.32 -1.07 -0.31
H -0.04 0.19 -2.06

Output
total charge	0
lowest unoccupied orbital energy	0.03428	Ha
orbital gap	8.97	eV
E_HOMO	-8.0	eV

7.
This record from the OMol25 dataset describes an isolated molecule of C5H8O. The level of theory is ωB97M-V/def2-TZVPD.

Atoms and positions in Å:
H -2.39 0.78 -0.92
H 0.86 -2.22 0.47
C -1.32 0.80 -0.66
O 0.81 -1.68 1.28
H 3.06 1.26 -1.23
H -1.71 -0.57 0.98
H 0.35 0.20 1.79
H -1.00 -1.32 -0.44
H -1.12 1.73 -0.13
C 1.46 0.25 0.02
C -0.97 -0.42 0.19
C 0.42 -0.38 0.86
H -0.75 0.81 -1.58
C 2.31 0.77 -0.65

Output
SMILES	C#C[C@H](O)CC
total charge	0
lowest unoccupied orbital energy	0.03667	Ha
orbital gap	11.15	eV
E_HOMO	-10.2	eV

8.
This record from the OMol25 dataset describes a structure of composition C5H8O. The level of theory is ωB97M-V/def2-TZVPD.

Atoms and positions in Å:
H 1.84 -1.07 -1.59
C 1.29 -0.98 -0.64
C -2.26 -0.29 0.37
H 1.38 0.93 1.56
H -2.72 -1.05 -0.24
H 0.63 -1.84 -0.52
H -2.34 -0.40 1.45
C -1.67 0.78 -0.18
H -1.62 0.92 -1.25
C 1.60 0.56 0.55
O 2.15 -0.76 0.50
C 0.62 0.37 -0.56
H -1.24 1.58 0.42
H 2.25 1.30 0.04

Output
total charge	0
lowest unoccupied orbital energy	-0.00522	Ha
orbital gap	8.16	eV
E_HOMO	-8.3	eV

9.
This record from the OMol25 dataset describes an isolated molecule of C5H8O. The level of theory is ωB97M-V/def2-TZVPD.

Atoms and positions in Å:
H 1.69 0.49 1.11
H -0.72 1.53 0.25
H 1.07 1.45 -1.26
O 0.73 -1.31 1.00
H 1.30 -0.24 -1.60
H -1.92 -0.83 0.90
H 0.38 0.29 2.29
C 0.68 0.10 1.25
C -0.31 0.54 0.19
H -0.16 0.57 -2.16
C 0.55 0.51 -1.33
H -1.83 -0.67 -0.82
C -1.24 -0.62 0.08
C -0.19 -1.63 0.12

Output
total charge	0
lowest unoccupied orbital energy	0.03080	Ha
orbital gap	8.79	eV
E_HOMO	-7.9	eV

10.
This record from the OMol25 dataset describes an isolated molecule of C5H8O. The level of theory is ωB97M-V/def2-TZVPD.

Atoms and positions in Å:
C -1.70 -0.26 0.13
H -1.59 1.35 1.71
O 1.96 0.78 0.42
H 1.77 -1.48 -1.21
H -1.00 -0.28 2.27
C 1.33 -0.51 -1.48
H -1.91 -1.33 0.13
H 2.09 0.06 -2.03
H 0.47 -0.70 -2.13
H 1.61 1.24 1.19
C -0.33 0.22 0.24
C 0.91 0.20 -0.23
C -1.19 0.38 1.43
H -2.41 0.33 -0.44

Output
SMILES	CC(O)=C1CC1
total charge	0
lowest unoccupied orbital energy	0.03469	Ha
orbital gap	9.37	eV
E_HOMO	-8.4	eV

11.
This record from the OMol25 dataset describes a cluster of 2 separate species, C5H8O in total. The level of theory is ωB97M-V/def2-TZVPD.

Atoms and positions in Å:
C -2.10 0.52 0.18
H -2.64 1.10 -0.58
C 1.28 0.08 -0.40
H 0.12 1.67 -1.74
O -0.68 -0.36 -1.73
H -1.94 1.16 1.06
H 2.36 0.06 -0.52
H -2.73 -0.32 0.49
C 0.41 -0.54 0.39
C 0.17 0.71 -1.24
C -0.79 0.06 -0.36
H 0.49 -1.31 1.16
H 3.01 -1.52 1.29
H 3.06 -1.30 1.99

Output
SMILES	C[C@]12C=C[C@H]1O2.[H][H]
total charge	0
lowest unoccupied orbital energy	0.04087	Ha
orbital gap	10.34	eV
E_HOMO	-9.2	eV

12.
This record from the OMol25 dataset describes an isolated molecule of C5H8O. The level of theory is ωB97M-V/def2-TZVPD.

Atoms and positions in Å:
C 1.61 0.28 0.50
C 0.61 1.31 0.91
H 0.38 2.11 0.20
H 2.07 0.37 -0.48
C -1.30 -1.52 -1.00
H -0.17 0.26 -1.56
H -0.17 -0.72 1.39
H -2.16 -1.38 -0.24
C 0.15 -0.07 0.57
C -0.58 -0.28 -0.70
H 0.57 1.62 1.95
H 2.27 -0.14 1.26
O -1.97 -0.05 -0.74
H -1.34 -1.78 -2.07

Output
SMILES	C1CC1[C@H]1CO1
total charge	0
lowest unoccupied orbital energy	0.04237	Ha
orbital gap	10.99	eV
E_HOMO	-9.8	eV

13.
This record from the OMol25 dataset describes an isolated molecule of C5H8O. The level of theory is ωB97M-V/def2-TZVPD.

Atoms and positions in Å:
H 1.35 -2.24 0.14
C -2.01 0.84 0.15
C 1.70 -0.03 -0.16
C -0.62 0.46 0.55
H 2.16 0.68 0.52
H 0.95 -1.23 1.57
C 1.03 -1.26 0.47
C 0.30 0.36 -0.60
H -2.26 0.71 -0.91
H -2.07 1.91 0.40
H -2.77 0.34 0.76
O -0.23 -1.00 -0.32
H 2.38 -0.31 -0.96
H 0.09 0.77 -1.60

Output
total charge	0
lowest unoccupied orbital energy	0.04271	Ha
orbital gap	8.86	eV
E_HOMO	-7.7	eV

14.
This record from the OMol25 dataset describes a structure of composition C5H8O. The level of theory is ωB97M-V/def2-TZVPD.

Atoms and positions in Å:
O -0.66 0.76 1.35
C -0.93 -0.16 -1.34
H -0.48 -1.34 1.88
C 1.02 -0.17 0.42
H 1.15 1.79 1.39
C -0.07 -0.51 1.33
H -0.01 -0.62 -1.96
C 0.52 1.26 0.67
H 0.00 -1.92 -0.56
H 2.05 -0.48 0.43
H 0.27 1.88 -0.19
H -1.98 -0.54 -1.35
C 0.01 -0.84 -0.42
H -0.88 0.89 -1.64

Output
total charge	0
lowest unoccupied orbital energy	0.03991	Ha
orbital gap	8.40	eV
E_HOMO	-7.3	eV

15.
This record from the OMol25 dataset describes an isolated molecule of C5H8O. The level of theory is ωB97M-V/def2-TZVPD.

Atoms and positions in Å:
H 0.57 1.89 0.97
C 0.55 0.54 -0.60
H -2.41 -0.52 -0.05
C 1.64 -0.07 1.09
C -1.49 -0.92 -0.49
C -0.59 0.11 -1.11
H -1.77 -1.58 -1.31
H 1.33 1.07 -1.15
H -0.48 0.47 1.31
H -0.94 0.63 -1.98
O 2.79 0.28 1.00
C 0.47 0.80 0.88
H 1.31 -1.13 1.17
H -0.98 -1.54 0.26

Output
SMILES	C/C=C\CC=O
total charge	0
lowest unoccupied orbital energy	0.03016	Ha
orbital gap	9.64	eV
E_HOMO	-8.8	eV

16.
This record from the OMol25 dataset describes an isolated molecule of C5H8O. The level of theory is ωB97M-V/def2-TZVPD.

Atoms and positions in Å:
C 2.77 -1.23 0.55
H -0.32 1.83 -0.09
H 0.11 -0.85 1.39
H 3.60 -0.61 0.93
C -0.54 0.79 0.18
C 1.65 -0.35 0.02
H -2.49 1.64 -1.34
H -2.24 -0.27 0.72
H 1.78 0.11 -0.97
H 3.08 -1.77 -0.35
O -2.58 0.69 -1.16
C 0.42 -0.22 0.55
C -1.82 0.41 -0.02
H 2.36 -1.84 1.35

Output
SMILES	C/C=C/C=C/O
total charge	0
lowest unoccupied orbital energy	0.03128	Ha
orbital gap	8.68	eV
E_HOMO	-7.8	eV

17.
This record from the OMol25 dataset describes a cluster of 2 separate species, C5H8O in total. The level of theory is ωB97M-V/def2-TZVPD.

Atoms and positions in Å:
C 1.77 -0.53 -0.04
H 2.03 -0.10 0.93
H -2.88 -0.10 -0.39
O -1.07 0.34 2.92
C -0.49 0.90 2.12
H 0.65 1.28 -0.58
C -0.79 -0.33 -0.43
C -1.91 0.37 -0.49
H -1.90 1.45 -0.64
H 2.66 -0.47 -0.68
H -0.83 -1.41 -0.31
H 0.65 0.01 -1.80
C 0.59 0.19 -0.73
H 1.53 -1.59 0.12

Output
total charge	0
lowest unoccupied orbital energy	0.04350	Ha
orbital gap	10.70	eV
E_HOMO	-9.5	eV

18.
This record from the OMol25 dataset describes an isolated molecule of C5H8O. The level of theory is ωB97M-V/def2-TZVPD.

Atoms and positions in Å:
C 1.05 0.49 -0.49
C 0.26 -0.69 0.00
H -0.52 1.88 -0.29
H -1.64 -1.75 -0.23
H 0.37 -1.23 2.20
C 0.54 1.72 -0.47
C 0.09 -0.42 1.51
O -0.31 0.63 1.95
H -1.76 -0.01 -0.49
H 0.82 -1.62 -0.12
H -1.02 -1.04 -1.73
H 1.16 2.60 -0.53
C -1.13 -0.88 -0.65
H 2.12 0.34 -0.62

Output
SMILES	C=C[C@H](C)C=O
total charge	0
lowest unoccupied orbital energy	0.03152	Ha
orbital gap	10.49	eV
E_HOMO	-9.6	eV

19.
This record from the OMol25 dataset describes an isolated molecule of C5H8O. The level of theory is ωB97M-V/def2-TZVPD.

Atoms and positions in Å:
H -1.39 1.50 0.84
C 0.24 -0.30 0.07
H -2.72 -0.40 1.24
C -0.93 -0.95 0.28
C 2.62 0.23 -0.50
O -2.02 1.23 0.16
C 1.58 -0.25 0.46
C -2.22 -0.16 0.28
H -2.91 -0.44 -0.52
H 2.32 0.45 -1.54
H -0.08 0.53 -0.56
H 3.13 1.11 -0.09
H 3.40 -0.54 -0.50
H -1.02 -2.03 0.40

Output
total charge	0
lowest unoccupied orbital energy (spin up / spin down)	-0.01521 / -0.01272	Ha
orbital gap (spin up / spin down)	7.72 / 7.33	eV
E_HOMO (spin up / spin down)	-8.1 / -7.7	eV

20.
This record from the OMol25 dataset describes an isolated molecule of C5H8O. The level of theory is ωB97M-V/def2-TZVPD.

Atoms and positions in Å:
H 3.17 0.17 -1.14
C 2.33 0.39 -0.46
C -2.11 -0.08 0.68
H -2.83 0.33 -0.03
O -1.51 1.03 1.30
H -2.69 -0.69 1.40
H 2.47 -0.18 0.46
H -0.74 0.70 1.78
H -1.35 -2.03 -0.13
H 0.89 0.45 -2.15
C 1.01 0.10 -1.12
C -0.02 -0.48 -0.57
H 2.40 1.46 -0.21
C -1.12 -0.97 -0.05

Output
SMILES	CC=C=CCO
total charge	0
lowest unoccupied orbital energy	0.03539	Ha
orbital gap	10.43	eV
E_HOMO	-9.5	eV

For each record above, in turn, the calculated energy above the lowest of the compared OMol25 structures with the same formula, charge and spin values are 60.0; 63.2; 57.1; 30.0; 70.6; 66.7; 50.4; 145.9; 89.2; 43.1; 101.0; 105.2; 117.4; 115.9; 57.8; 66.1; 29.3; 32.5; 114.7; 47.6 kcal/mol.
For each record above, in turn, the calculated strongest force on any atom values are 1.01; 0.52; 0.55; 0.82; 3.40; 0.49; 0.54; 0.58; 3.95; 0.45; 0.39; 3.09; 1.24; 4.57; 1.86; 2.37; 1.35; 0.65; 0.98; 0.37 eV Å⁻¹.